# 1
51
Properties=species:S:1:pos:R:3:forces:R:3 method="wB97M-V/def2-TZVPD" total_charge=+1 e_homo_ev=-11.20 e_lumo_ev=-5.2102 orbital_gap_ev=6.0
N -7.24079 -2.59359 1.06026 -0.257 0.575 -1.202
C -6.69313 -1.19108 1.28658 -1.273 -2.190 0.648
N -5.53842 -1.34585 2.17722 -0.516 0.591 0.123
N -7.78842 -0.42875 1.93858 1.345 0.693 -0.741
C -6.35277 -0.63475 -0.15031 0.038 0.377 0.470
C -5.12903 0.31747 -0.21581 1.992 -0.953 -1.343
C -3.93898 -0.18819 -0.93031 0.526 1.967 0.565
C -2.74583 0.64209 -1.08889 -1.687 1.270 1.167
C -1.48647 0.18376 -1.86740 0.633 -0.475 -0.225
O -1.41278 -0.86814 -2.43108 -0.839 0.442 0.407
O -0.40991 1.05717 -1.94451 -1.216 -0.036 0.987
C -2.76120 1.99191 -0.51013 -1.850 -1.651 0.179
C -3.95819 2.42458 0.17775 2.050 -0.782 -1.253
N -5.06424 1.59579 0.29280 0.918 -0.041 -0.502
Br -6.53795 2.35416 1.16196 0.309 -0.100 -0.220
H -7.79739 -2.55607 0.19220 0.253 -0.325 0.395
H -7.95577 -2.78370 1.77464 0.569 0.065 -0.212
H -5.92285 -1.77305 3.03146 0.415 0.399 -0.271
H -4.88530 -2.05316 1.82814 -0.477 0.251 -0.192
H -8.52392 -0.36353 1.23389 -0.115 -0.105 0.710
H -8.10895 -0.88055 2.79357 -0.007 0.052 -0.404
H -6.13538 -1.52783 -0.80059 0.005 1.053 0.640
H -7.28542 -0.15229 -0.55278 0.974 -0.214 0.275
H -3.94302 -1.20834 -1.37995 -0.111 1.006 0.507
H 0.07507 1.06234 -1.09276 -0.120 0.104 -0.461
H -1.86323 2.64699 -0.61260 -1.128 -0.519 0.162
H -3.95775 3.46553 0.58340 -0.585 -1.271 -0.195
C 8.97617 1.65423 -0.19408 -0.094 -0.049 0.020
C 8.98499 0.95961 1.01263 -0.102 -0.020 -0.064
C 7.88571 0.20048 1.38643 0.194 0.050 0.075
C 6.76718 0.14204 0.56016 0.100 0.145 -0.107
C 6.74910 0.85825 -0.63878 0.116 -0.041 0.149
C 7.86125 1.60482 -1.01799 0.176 0.089 0.018
C 5.54609 0.84575 -1.50670 0.173 0.386 -0.559
O 5.52891 1.46518 -2.55215 -0.088 -0.084 0.125
C 4.35693 0.06900 -1.07146 -0.221 -0.137 0.118
C 3.20007 0.09272 -1.84586 -0.208 -0.005 -0.040
C 2.08809 -0.64015 -1.45467 0.140 -0.059 0.094
C 2.13076 -1.40753 -0.29210 0.108 0.110 0.019
C 3.27985 -1.42929 0.48491 -0.219 -0.062 0.025
C 4.39206 -0.68395 0.10257 -0.215 0.011 -0.184
C 5.60445 -0.68692 0.96094 0.193 -0.332 0.614
O 5.63913 -1.35325 1.97677 -0.093 0.076 -0.138
H 9.83937 2.23946 -0.48882 -0.057 -0.036 0.011
H 9.85203 1.00942 1.66081 -0.053 -0.016 -0.041
H 7.89927 -0.34253 2.32396 -0.136 -0.029 -0.114
H 7.85710 2.15136 -1.95348 -0.148 -0.084 0.049
H 3.16304 0.68540 -2.75266 0.174 -0.025 0.073
H 1.18880 -0.61760 -2.05553 0.178 -0.150 -0.087
H 1.26396 -1.98586 0.00910 0.068 -0.019 -0.028
H 3.30769 -2.02358 1.39066 0.166 0.099 -0.040


# 2
34
Properties=species:S:1:pos:R:3:forces:R:3 method="wB97M-V/def2-TZVPD" total_charge=+5 e_homo_ev=-26.52 e_lumo_ev=-15.4005 orbital_gap_ev=11.1
Ca -1.03057 0.92476 3.49508 0.166 -0.158 0.292
Ca -1.83913 -1.61184 -1.80961 0.116 -0.596 -0.296
Ca 3.87264 0.82746 -0.33687 0.085 0.548 0.302
N 0.53649 -0.13635 0.39959 0.365 0.699 -0.704
O 0.09808 0.00949 1.52324 -1.398 -0.353 2.073
O 1.70140 0.14542 0.21149 3.052 0.354 -0.309
O -0.12318 -0.46490 -0.55753 -1.544 -0.428 -0.905
O 1.35788 0.59494 3.97660 -1.098 0.180 -0.658
H 2.22476 0.71848 4.36325 0.308 0.214 0.904
H 1.52710 0.15435 3.14386 0.285 -0.376 -0.332
O -1.33854 0.24183 -3.37125 0.156 -0.380 0.802
H -1.26561 0.36689 -4.31744 -0.289 -0.010 -0.810
H -0.98998 1.04992 -2.99479 0.005 0.430 -0.126
O 3.83448 -1.32753 -1.04627 -0.041 0.588 0.113
H 4.42485 -1.98215 -0.67320 0.499 -0.735 0.281
H 3.77664 -1.55731 -1.97368 0.063 -0.315 -0.660
O -2.85549 0.25428 -0.93657 -0.110 0.016 0.262
H -2.35380 1.06840 -0.89462 0.079 0.327 -0.297
H -3.54119 0.36070 -0.27723 -0.679 -0.122 -0.394
O 2.49511 2.72284 0.26295 0.326 -0.577 -0.324
H 1.77587 2.79880 -0.36407 -0.186 0.427 -0.437
H 2.16525 3.14091 1.05833 0.362 0.507 0.515
O -1.41338 2.57647 1.83739 0.144 -0.629 0.228
H -0.81118 2.89858 1.16670 0.243 0.477 -0.032
H -2.27929 2.64462 1.43515 -0.559 0.615 0.056
O -2.80672 -0.02349 1.99971 0.586 0.417 0.278
H -3.34642 0.59837 1.51160 -0.406 0.230 0.408
H -3.27606 -0.85482 1.93014 -0.355 -0.630 0.426
O -0.76796 -3.06999 -0.00345 -0.378 0.553 -0.610
H -0.26903 -2.78964 0.76382 0.048 -0.018 0.295
H -0.57486 -4.00376 -0.08723 -0.098 -0.769 0.001
O -0.01537 -2.12050 -3.05635 0.177 -0.081 0.272
H 0.67019 -2.77340 -2.91508 0.125 -0.719 -0.121
H 0.43702 -1.38176 -3.46360 -0.047 0.316 -0.491


# 3
44
Properties=species:S:1:pos:R:3:forces:R:3 method="wB97M-V/def2-TZVPD" total_charge=+2 e_homo_ev=-14.75 e_lumo_ev=-7.8980 relative_energy_kcal_mol=0.00 orbital_gap_ev=6.8
C -5.97891 0.01452 4.05901 0.332 -0.221 -0.370
C -4.75510 -0.53295 3.30924 -0.292 0.266 0.238
Br -4.26730 -2.30346 3.94355 0.196 -0.037 0.029
C -4.95513 -0.59818 1.79180 0.164 -0.203 0.446
N -3.69157 -0.32645 1.05440 -0.005 -0.199 -0.126
C -3.17207 -1.27685 0.26476 0.600 0.033 -0.304
C -1.98788 -1.06318 -0.42522 -0.400 0.168 0.378
C -1.32582 0.14971 -0.28390 0.098 0.078 -0.194
C -0.04695 0.40309 -1.00158 0.135 0.094 0.334
C 0.16294 -0.04447 -2.30052 0.312 0.173 -0.042
C 1.36959 0.21059 -2.92612 -0.405 -0.158 0.157
N 2.35582 0.87418 -2.29987 -0.436 -0.020 0.001
C 3.65162 1.09855 -2.96728 -0.356 -0.033 0.070
C 4.80535 0.33321 -2.32019 -0.550 -0.055 0.278
O 5.78317 0.21857 -2.97041 1.199 -0.036 -0.632
N 4.61926 -0.12350 -1.00317 -0.019 0.145 0.417
C 4.39705 -1.58089 -0.94313 -0.721 0.119 -0.139
C 5.69597 0.34600 -0.11493 -0.005 -0.057 0.178
C 2.17493 1.30452 -1.04016 -0.198 0.054 0.288
C 0.98447 1.09241 -0.36590 0.298 -0.126 -0.580
C -1.88700 1.13051 0.53276 -0.542 -0.403 0.150
C -3.07483 0.85943 1.18879 0.399 0.180 -0.275
H -6.64381 -0.78751 4.35190 -0.201 -0.053 0.029
H -6.51517 0.70819 3.41833 -0.156 0.137 -0.018
H -5.65686 0.55502 4.93933 0.001 -0.048 0.242
H -3.89958 0.08435 3.55846 0.166 0.101 -0.105
H -5.25047 -1.60648 1.53853 -0.219 -0.068 -0.280
H -5.71675 0.09481 1.45664 0.012 0.273 -0.135
H -3.69371 -2.21553 0.18431 -0.197 -0.047 0.123
H -1.59276 -1.85204 -1.04069 0.033 -0.170 -0.067
H -0.61063 -0.55940 -2.84271 -0.065 -0.097 -0.167
H 1.54457 -0.11658 -3.93689 0.178 0.019 -0.137
H 3.87116 2.16282 -2.95107 0.074 0.115 0.112
H 3.57990 0.79986 -4.00409 -0.111 -0.063 -0.172
H 4.75701 -2.08675 -1.83314 0.337 -0.131 -0.039
H 3.32867 -1.79484 -0.86271 -0.085 -0.017 0.026
H 4.86624 -1.99609 -0.06213 0.217 -0.020 0.101
H 5.32208 0.35995 0.90506 -0.041 -0.114 0.113
H 5.97058 1.36509 -0.36532 0.075 0.125 -0.127
H 6.58425 -0.27914 -0.15522 0.139 -0.040 -0.124
H 2.99301 1.82791 -0.57920 0.123 0.077 -0.030
H 0.90310 1.45105 0.64366 -0.049 0.065 0.208
H -1.44496 2.10484 0.64134 0.084 0.162 0.047
H -3.55347 1.59510 1.81371 -0.116 0.030 0.098


# 4
10
Properties=species:S:1:pos:R:3:forces:R:3 method="wB97M-V/def2-TZVPD" total_charge=+1 e_homo_ev="-11.88 / -15.33" s2=2.0097 spin_multiplicity=3 e_lumo_ev="-5.2798 / -8.0032" relative_energy_kcal_mol=62.85 orbital_gap_ev="6.6 / 7.3"
C -1.48542 -0.43909 -0.46398 -0.021 0.570 2.054
C -1.57022 0.36223 0.71157 -5.436 -0.926 -1.385
C 1.70772 0.30103 0.05357 -0.786 -0.028 0.792
N -0.39320 0.57697 1.18389 1.688 3.277 3.434
N -0.69841 -1.02678 -1.10168 -0.837 -0.728 -1.457
N 0.63378 0.11635 0.71156 4.612 -1.702 -2.032
H -2.47190 0.81940 1.30134 1.689 -0.986 -1.901
H -0.26073 -1.50904 -1.86724 -0.076 0.042 -0.051
H 2.04877 1.20933 -0.37394 -0.288 1.761 0.218
H 2.48961 -0.41041 -0.15509 -0.545 -1.280 0.328


| no. | total energy (a.u.) |
| --- | --- |
| 1 | -3944.058498 |
| 2 | -2999.367541 |
| 3 | -3473.939275 |
| 4 | -280.452687 |